Entry 1:
Here is a structure of composition C11H22Cl2IO4P2Yb from OMol25. Energies are from the ωB97M-V functional and the def2-TZVPD basis.

The calculation puts the HOMO-LUMO gap (spin up / spin down) at 7.68 / 7.50 eV. The calculation puts the HOMO energy (spin up / spin down) at -0.5727 / -0.5727 hartree. The net charge is +2. The LUMO energy (spin up / spin down) comes out at -7.9083 / -8.0875 eV. The spin multiplicity is 2. The calculation puts the molecular weight at 651.09 g mol⁻¹.

Geometry (Å):
C  0.587  -0.302  -5.781
C  -0.125  -0.588  -4.503
H  0.085  -0.692  -6.679
H  1.589  -0.750  -5.702
H  0.679  0.791  -5.862
O  -1.125  -1.149  -4.206
I  1.267  0.421  -2.888
Yb  0.681  0.297  0.023
P  -1.581  2.003  -0.096
C  -3.147  2.149  0.819
C  -0.701  3.450  0.629
H  -1.227  4.352  0.309
H  -2.448  3.725  -1.498
H  0.345  3.490  0.282
H  -1.268  2.719  -2.417
H  -2.993  1.865  1.867
H  -0.698  3.372  1.727
C  -2.101  2.708  -1.699
H  -3.468  3.201  0.753
H  -2.921  2.105  -2.120
H  -3.902  1.500  0.365
P  0.919  -2.408  0.483
C  0.308  -3.808  1.468
C  1.659  -3.308  -0.935
H  3.061  -1.234  0.972
H  2.955  -2.836  1.734
H  2.082  -1.443  2.439
C  2.383  -1.927  1.492
H  2.182  -2.634  -1.626
H  2.346  -4.081  -0.572
H  1.082  -4.592  1.496
H  -0.601  -4.205  0.999
H  0.846  -3.785  -1.501
H  0.061  -3.486  2.487
C  -1.459  -0.786  0.568
O  -2.498  -1.242  0.828
Cl  0.999  -0.719  4.780
C  1.253  0.990  4.324
Cl  2.969  1.407  4.263
C  0.547  1.215  2.984
O  -0.652  1.565  3.015
O  1.270  0.992  1.935
H  0.761  1.657  5.045

Force components x, y, z for each atom (eV/Å):
C 0.460 0.269 -0.103
C -3.528 -2.157 -0.626
H -0.215 -0.061 0.638
H -0.178 0.260 -0.063
H 0.147 -0.286 -0.014
O 3.177 1.851 -0.266
I 0.375 0.241 0.245
Yb -1.119 -0.027 1.387
P 0.007 1.826 0.153
C -0.045 -0.632 0.222
C 0.441 -0.251 0.129
H 0.149 0.029 0.049
H -0.013 -0.133 -0.199
H -0.249 0.220 0.068
H -0.287 0.142 0.179
H -0.093 0.125 -0.227
H -0.043 0.041 -0.540
C 0.154 -0.551 -0.400
H 0.128 -0.390 0.010
H 0.251 0.255 0.083
H 0.008 0.153 0.153
P 1.814 -0.998 0.043
C -0.808 0.151 0.146
C -0.242 0.201 -0.338
H -0.027 -0.114 0.012
H -0.070 0.293 -0.117
H 0.070 -0.287 -0.429
C 0.194 0.011 0.304
H -0.028 -0.168 0.241
H -0.108 0.167 -0.059
H -0.220 0.381 -0.048
H 0.177 -0.067 0.169
H 0.227 0.051 0.162
H 0.072 -0.103 -0.220
C -4.680 -1.699 1.360
O 4.363 1.787 -1.115
Cl -0.032 0.294 -0.046
C -0.114 0.628 0.112
Cl -0.236 -0.128 0.028
C -2.129 0.665 1.409
O 2.471 -1.013 -0.676
O -0.452 -0.408 -1.781
H 0.230 -0.567 -0.037



Entry 2:
Here is an isolated molecule of C11H22N2O3 from OMol25. Energies are from the ωB97M-V functional and the def2-TZVPD basis.

The calculation puts the HOMO-LUMO gap at 9.70 eV. The calculation puts the HOMO energy at -0.3356 hartree. The LUMO energy comes out at 0.5635 eV. The calculation puts the molecular weight at 230.31 g mol⁻¹.

Geometry (Å):
C  -4.360  -0.472  0.626
C  -3.116  -0.010  -0.089
C  -2.900  -0.896  -1.309
C  -2.007  -0.120  0.923
C  -0.562  0.213  0.457
N  0.284  0.108  1.643
C  1.671  -0.111  1.707
O  2.306  0.124  2.694
C  2.315  -0.808  0.489
N  1.775  -2.119  0.140
C  2.466  0.114  -0.745
C  3.044  1.511  -0.286
C  3.410  -0.547  -1.749
C  -0.526  1.592  -0.200
O  -0.567  1.769  -1.378
O  -0.494  2.592  0.707
H  -4.570  0.164  1.492
H  -4.094  -1.495  1.003
H  -5.268  -0.454  -0.042
H  -3.178  1.081  -0.361
H  -3.863  -1.014  -1.891
H  -2.121  -0.561  -2.062
H  -2.555  -1.854  -0.902
H  -2.242  0.580  1.729
H  -1.988  -1.114  1.342
H  -0.378  -0.508  -0.371
H  -0.022  0.665  2.458
H  3.335  -1.018  0.918
H  1.553  -2.682  0.952
H  0.933  -2.013  -0.393
H  1.500  0.306  -1.222
H  3.327  2.232  -1.115
H  3.967  1.400  0.332
H  2.293  2.103  0.298
H  4.422  -0.763  -1.298
H  3.009  -1.485  -2.090
H  3.436  0.071  -2.653
H  -0.237  3.421  0.244

Force components x, y, z for each atom (eV/Å):
C -0.773 -0.345 -0.023
C 0.149 1.306 -0.749
C 0.142 0.172 -1.338
C 0.816 1.032 0.114
C -0.838 -0.345 0.022
N 0.820 0.385 0.478
C -1.601 -0.690 -1.724
O 0.294 0.417 0.909
C 1.225 -0.045 0.805
N -0.002 0.267 0.002
C 1.048 0.804 0.643
C -0.067 0.688 -0.175
C 0.316 0.184 0.059
C -0.148 -0.323 0.775
O 0.118 0.216 -0.770
O 0.512 0.500 -0.238
H -0.028 -0.146 -0.049
H -0.895 0.640 -0.334
H 0.930 -0.323 0.731
H -0.224 -0.934 -0.054
H 1.083 -0.082 0.704
H -0.806 -0.095 1.058
H -0.288 -0.237 -0.399
H 0.010 -0.117 0.206
H 0.147 -0.449 0.193
H 0.526 0.485 0.851
H 0.035 -0.520 -0.795
H -0.659 0.377 -0.641
H 0.108 0.114 0.032
H -0.440 -0.143 -0.277
H 0.094 -0.195 0.007
H -0.386 -1.242 0.498
H -0.769 -0.078 -0.316
H 0.581 -0.665 -0.152
H -0.953 0.509 -0.597
H -0.170 -0.590 0.063
H 0.566 0.067 0.246
H -0.471 -0.599 0.234



Entry 3:
Here is a structure of composition C11H22N3O2S from OMol25. Energies are from the ωB97M-V functional and the def2-TZVPD basis.

The calculation puts the HOMO-LUMO gap at 9.01 eV. The calculation puts the HOMO energy at -0.4285 hartree. The net charge is +1. The LUMO energy comes out at -2.6460 eV. The calculation puts the molecular weight at 260.38 g mol⁻¹.

Geometry (Å):
N  0.128  2.197  -1.533
N  1.234  -0.187  -1.566
O  -0.504  1.870  0.714
O  0.391  -0.833  0.519
S  1.077  1.222  -2.572
C  0.090  1.404  -0.461
C  0.684  0.136  -0.456
C  0.909  5.710  2.453
C  -1.379  3.060  0.683
C  1.149  -2.058  0.605
C  -0.303  4.763  2.370
C  -0.520  4.382  0.879
C  0.999  -3.874  -1.864
C  -1.038  -4.918  -1.075
C  -1.065  -2.626  -1.562
C  0.206  -3.278  0.453
N  -0.206  -3.721  -0.936
H  0.864  6.434  1.703
H  1.866  5.186  2.289
H  1.112  6.253  3.465
H  -2.171  3.058  1.517
H  -1.877  3.182  -0.268
H  1.775  -2.006  1.554
H  2.007  -2.190  -0.091
H  -0.125  3.975  3.032
H  -1.203  5.322  2.655
H  0.513  4.362  0.357
H  -1.091  5.064  0.266
H  1.442  -2.991  -2.167
H  0.661  -4.439  -2.710
H  1.822  -4.377  -1.488
H  -1.906  -4.816  -0.377
H  -0.605  -5.928  -0.878
H  -1.373  -4.967  -2.129
H  -0.465  -1.733  -1.458
H  -2.089  -2.599  -1.131
H  -1.198  -2.691  -2.637
H  -0.668  -3.221  1.058
H  0.856  -4.127  0.788

Force components x, y, z for each atom (eV/Å):
N 1.819 -3.632 0.654
N 0.505 1.781 -1.666
O -0.388 -0.855 -1.000
O 0.828 1.031 -0.574
S -0.354 -0.672 0.628
C -2.935 5.070 2.431
C -0.400 -2.844 0.498
C 1.082 -0.369 2.652
C 1.369 1.345 0.798
C 0.773 0.381 -0.354
C -0.034 2.635 -1.792
C 1.069 -1.860 -0.232
C -1.733 -0.815 -0.061
C -1.424 -1.930 0.772
C -0.043 0.738 0.169
C 2.258 -1.480 0.610
N 0.825 1.698 -2.083
H -0.194 1.417 -1.159
H -0.421 -0.184 -0.102
H -0.883 -0.973 -1.627
H 1.414 -0.759 -1.140
H -0.130 -0.622 -0.357
H -1.607 -0.567 -0.545
H -0.844 0.647 -0.354
H -0.104 -1.631 0.714
H 0.145 -0.266 0.403
H -1.665 -0.543 0.654
H -0.070 0.977 0.451
H 0.039 2.394 -0.594
H -0.235 -0.052 -0.523
H 1.088 -1.544 1.654
H 0.560 -0.035 -0.732
H 0.444 1.150 0.191
H -0.019 0.218 0.710
H -0.505 0.359 0.365
H 0.992 0.085 0.201
H 0.248 -0.912 -0.145
H -0.678 0.151 0.399
H -0.792 0.466 0.086



Entry 4:
Here is a structure of composition C11H22O11Rb2 from OMol25. Energies are from the ωB97M-V functional and the def2-TZVPD basis.

The calculation puts the HOMO-LUMO gap at 4.23 eV. The calculation puts the HOMO energy at -0.1742 hartree. The LUMO energy comes out at -0.5125 eV. The calculation puts the molecular weight at 501.22 g mol⁻¹.

Geometry (Å):
Rb  4.578  0.472  -1.317
Rb  -0.792  4.788  1.394
O  0.045  3.262  -1.169
C  -0.318  2.053  -0.703
C  0.492  0.814  -1.013
O  1.831  0.927  -0.985
H  -1.399  1.817  -0.956
H  -0.390  2.087  0.440
H  0.122  0.367  -1.970
H  0.159  0.058  -0.254
C  1.391  -0.041  -4.255
O  1.959  0.180  -5.555
C  2.999  1.000  -5.639
O  3.655  1.433  -4.741
O  3.216  1.245  -6.931
C  4.469  1.830  -7.261
H  0.350  0.267  -4.262
H  1.915  0.497  -3.473
H  1.406  -1.116  -4.064
H  5.121  1.882  -6.397
H  4.299  2.810  -7.702
H  4.937  1.211  -8.031
C  -0.393  -2.171  2.563
O  -1.441  -2.820  1.842
C  -2.044  -3.778  2.513
O  -1.720  -4.209  3.588
O  -3.048  -4.236  1.770
C  -3.709  -5.398  2.287
H  0.445  -2.860  2.663
H  -0.750  -1.907  3.558
H  -0.096  -1.273  2.041
H  -4.452  -5.115  3.031
H  -2.991  -6.095  2.719
H  -4.192  -5.885  1.446
C  0.084  2.358  5.406
O  -0.648  1.256  4.861
C  -1.299  1.512  3.729
O  -1.286  2.571  3.159
O  -1.967  0.433  3.378
C  -2.709  0.491  2.139
H  -0.565  3.217  5.539
H  0.927  2.606  4.756
H  0.502  2.006  6.342
H  -3.478  -0.273  2.198
H  -2.054  0.254  1.300
H  -3.160  1.471  2.015

Force components x, y, z for each atom (eV/Å):
Rb -1.389 0.374 -0.101
Rb 0.320 -0.860 -0.929
O 0.007 0.693 0.113
C -1.189 1.310 1.006
C 0.145 -1.106 -0.143
O 2.058 -0.189 -0.122
H 0.120 -0.368 -0.123
H 0.219 -0.261 0.218
H -0.055 0.248 -0.141
H -0.403 -0.096 0.065
C -0.281 -0.366 0.345
O 0.074 0.361 -0.226
C -0.795 -0.644 -0.535
O 0.777 0.267 1.084
O 0.032 -0.200 -0.284
C 0.234 0.004 -0.539
H 0.049 0.186 -0.178
H 0.045 0.117 0.173
H 0.157 0.075 -0.015
H -0.046 0.165 0.077
H -0.001 0.099 0.233
H -0.126 -0.055 0.118
C 0.235 -0.249 0.693
O -0.007 0.737 -0.364
C 0.038 -0.523 -0.056
O 0.012 -0.006 0.364
O -0.338 -0.274 -0.191
C 0.101 -0.152 -0.040
H 0.056 0.095 -0.019
H 0.084 -0.005 -0.043
H -0.092 0.023 -0.436
H 0.054 0.012 0.055
H -0.019 0.158 0.091
H -0.066 0.179 -0.092
C 0.411 -0.277 -0.286
O 0.069 -0.044 0.149
C -0.100 -0.459 0.258
O -0.052 0.756 -0.285
O -0.144 -0.076 -0.094
C 0.086 -0.095 -0.178
H 0.000 0.093 0.094
H -0.200 0.112 -0.078
H -0.226 0.002 0.154
H 0.012 -0.021 0.211
H 0.075 0.238 0.046
H 0.058 0.019 -0.049



Entry 5:
Here is an isolated molecule of C11H22O2 from OMol25. Energies are from the ωB97M-V functional and the def2-TZVPD basis.

The calculation puts the HOMO-LUMO gap at 11.18 eV. The calculation puts the HOMO energy at -0.3814 hartree. The LUMO energy comes out at 0.7985 eV. The calculation puts the molecular weight at 186.29 g mol⁻¹.

Geometry (Å):
C  -3.168  -2.342  0.229
C  -4.192  -1.211  0.229
C  -3.562  0.163  0.466
C  -2.791  0.677  -0.748
C  -2.022  1.971  -0.477
C  -0.946  1.866  0.610
C  -0.003  0.668  0.488
C  0.854  0.689  -0.778
C  1.449  -0.678  -1.119
C  2.307  -1.272  0.006
C  3.451  -0.355  0.348
O  3.573  0.273  1.365
O  4.357  -0.305  -0.640
H  -2.619  -2.360  1.169
H  -2.453  -2.230  -0.583
H  -3.666  -3.301  0.108
H  -4.921  -1.406  1.020
H  -4.730  -1.207  -0.722
H  -4.347  0.882  0.714
H  -2.894  0.093  1.326
H  -3.497  0.857  -1.564
H  -2.091  -0.084  -1.089
H  -1.561  2.298  -1.411
H  -2.728  2.751  -0.182
H  -1.429  1.815  1.588
H  -0.355  2.785  0.590
H  0.655  0.672  1.360
H  -0.587  -0.254  0.517
H  1.658  1.418  -0.656
H  0.248  1.010  -1.627
H  0.641  -1.380  -1.337
H  2.065  -0.589  -2.015
H  2.724  -2.223  -0.329
H  1.707  -1.435  0.900
H  5.078  0.302  -0.408

Force components x, y, z for each atom (eV/Å):
C -0.209 0.105 -0.045
C 0.150 0.054 0.179
C -0.074 -0.144 -0.317
C -0.031 0.241 0.234
C 0.072 -0.128 -0.026
C -0.040 -0.107 -0.038
C 0.065 0.341 -0.089
C -0.142 -0.306 0.087
C 0.093 0.166 0.009
C -0.024 0.046 -0.174
C -0.100 -0.081 0.392
O -0.033 0.132 0.146
O 0.318 -0.075 -0.622
H 0.083 -0.027 0.090
H 0.113 -0.030 -0.074
H 0.039 -0.137 -0.020
H -0.076 -0.006 -0.067
H -0.103 0.016 0.007
H 0.049 0.061 0.074
H 0.002 0.042 0.129
H 0.019 -0.088 -0.036
H 0.036 -0.114 -0.117
H -0.034 0.078 -0.027
H -0.006 0.061 -0.059
H 0.024 0.095 0.042
H 0.007 0.049 0.115
H -0.030 -0.147 0.032
H -0.013 -0.143 0.056
H 0.014 0.127 -0.050
H 0.036 0.063 -0.057
H -0.014 -0.028 -0.036
H -0.054 -0.079 -0.048
H -0.023 -0.023 0.064
H 0.132 0.022 0.028
H -0.247 -0.036 0.220